No. 1
{
  "formula": "C21H17N9O3V",
  "method": "the ωB97M-V functional and the def2-TZVPD basis",
  "elements": ["V", "O", "C", "C", "C", "C", "C", "C", "C", "O", "N", "N", "C", "C", "C", "C", "C", "C", "N", "H", "H", "H", "H", "H", "H", "H", "H", "H", "H", "C", "N", "C", "C", "O", "N", "C", "N", "H", "H", "H", "H", "H", "H", "H", "N", "C", "C", "C", "N", "C", "N"],
  "xyz": [[0.407, -1.096, -0.644], [0.601, 3.146, -1.361], [1.629, 3.454, -0.543], [1.855, 4.801, -0.260], [2.887, 5.172, 0.577], [3.715, 4.212, 1.154], [3.489, 2.878, 0.885], [2.452, 2.475, 0.039], [2.191, 1.041, -0.200], [1.364, 0.713, -1.143], [2.808, 0.152, 0.556], [2.313, -1.070, 0.211], [3.038, -2.120, 0.211], [2.439, -3.272, -0.468], [2.998, -4.542, -0.450], [2.398, -5.550, -1.185], [1.255, -5.262, -1.915], [0.753, -3.973, -1.877], [1.331, -2.993, -1.185], [0.650, 2.170, -1.500], [1.206, 5.535, -0.720], [3.054, 6.223, 0.780], [4.526, 4.507, 1.805], [4.110, 2.110, 1.324], [4.063, -2.128, 0.568], [3.889, -4.726, 0.135], [2.815, -6.548, -1.185], [0.754, -6.020, -2.499], [-0.147, -3.704, -2.415], [-4.274, 2.494, 0.161], [-3.160, 1.670, -0.257], [-3.204, 0.743, -1.373], [-1.874, 0.045, -1.198], [-1.363, -0.818, -1.921], [-1.262, 0.480, -0.080], [-2.071, 1.401, 0.466], [-1.780, 2.007, 1.615], [-4.850, 2.769, -0.720], [-3.903, 3.416, 0.609], [-4.910, 1.958, 0.866], [-3.272, 1.252, -2.334], [-4.026, 0.030, -1.273], [-0.971, 1.674, 2.112], [-2.507, 2.454, 2.145], [-0.829, -2.293, 0.607], [-1.816, -2.454, 1.191], [-3.056, -2.497, 1.820], [-3.804, -1.305, 1.760], [-4.424, -0.330, 1.692], [-3.544, -3.663, 2.452], [-3.941, -4.618, 2.963]],
  "lowdin_spin": [2.70, 0.00, 0.00, 0.00, 0.00, 0.00, 0.00, 0.00, 0.01, 0.02, 0.00, 0.00, 0.07, 0.02, 0.01, 0.02, 0.01, 0.02, 0.02, 0.00, 0.00, 0.00, 0.00, 0.00, 0.00, 0.00, 0.00, 0.00, 0.00, 0.00, 0.00, 0.00, 0.01, 0.02, 0.01, 0.00, 0.00, 0.00, 0.00, 0.00, 0.00, 0.00, 0.00, 0.00, 0.01, 0.03, 0.01, 0.00, 0.00, 0.00, 0.00],
  "fmax_ev_per_a": 0.27,
  "total_charge": 0,
  "orbital_gap_ev": [7.061, 7.227],
  "homo_energy_ev": [-7.52, -8.02],
  "e_lumo_ev": [-0.5, -0.8],
  "spin_multiplicity": 4,
  "e_tot_ev": -67295.956,
  "e_above_lowest_ev": 0.152
}

***

No. 2
{
  "formula": "C21H18AuF8N3OSSi",
  "method": "the ωB97M-V functional and the def2-TZVPD basis",
  "elements": ["Au", "F", "C", "F", "F", "C", "C", "C", "C", "N", "C", "S", "H", "H", "H", "C", "C", "C", "C", "C", "C", "N", "N", "Si", "C", "C", "C", "H", "H", "H", "H", "H", "H", "H", "H", "H", "H", "H", "H", "H", "H", "H", "F", "C", "C", "F", "C", "F", "C", "O", "C", "F", "C", "F"],
  "xyz": [[0.256, 0.748, -0.850], [4.245, 5.271, -1.760], [3.733, 4.734, -0.633], [2.587, 5.362, -0.375], [4.594, 5.045, 0.359], [3.593, 3.240, -0.767], [4.768, 2.508, -0.829], [4.748, 1.129, -0.966], [3.513, 0.514, -1.040], [2.392, 1.221, -0.988], [2.372, 2.563, -0.852], [0.735, 3.163, -0.790], [5.714, 3.031, -0.764], [5.657, 0.550, -1.015], [3.393, -0.556, -1.150], [-3.169, 1.350, -1.962], [-3.021, 1.120, -0.491], [-4.094, 1.196, 0.383], [-3.893, 0.942, 1.732], [-2.637, 0.615, 2.201], [-1.588, 0.590, 1.280], [-1.797, 0.839, -0.028], [-0.273, 0.399, 1.601], [0.353, -0.969, 2.569], [0.556, -0.255, 4.279], [1.990, -1.422, 1.837], [-0.854, -2.377, 2.541], [-3.518, 0.438, -2.452], [-2.218, 1.627, -2.407], [-3.900, 2.134, -2.156], [-5.072, 1.456, 0.003], [-4.726, 0.992, 2.421], [-2.451, 0.404, 3.243], [1.240, 0.594, 4.252], [0.983, -1.018, 4.933], [-0.384, 0.076, 4.721], [2.679, -0.576, 1.876], [1.858, -1.738, 0.800], [2.431, -2.250, 2.396], [-1.794, -2.125, 3.034], [-0.438, -3.256, 3.035], [-1.070, -2.653, 1.508], [-3.413, -4.401, -3.569], [-2.460, -3.658, -2.993], [-2.148, -2.405, -3.486], [-2.799, -1.928, -4.554], [-1.161, -1.646, -2.886], [-0.862, -0.451, -3.433], [-0.451, -2.076, -1.759], [0.488, -1.372, -1.173], [-0.780, -3.362, -1.305], [-0.115, -3.872, -0.256], [-1.759, -4.136, -1.899], [-2.035, -5.352, -1.416]],
  "lowdin_spin": [0.57, 0.00, 0.00, 0.01, 0.00, 0.00, 0.00, 0.00, 0.01, 0.11, 0.02, 0.20, 0.00, 0.00, 0.00, 0.00, 0.01, 0.04, 0.00, 0.05, 0.05, 0.12, 0.62, 0.05, 0.03, 0.01, 0.00, 0.00, 0.00, 0.00, 0.00, 0.00, 0.00, 0.00, 0.00, 0.00, 0.00, 0.00, 0.00, 0.00, 0.00, 0.00, 0.00, 0.01, 0.00, 0.00, 0.01, 0.00, 0.00, 0.07, 0.01, 0.00, 0.00, 0.00],
  "fmax_ev_per_a": 0.50,
  "total_charge": 0,
  "orbital_gap_ev": [7.690, 5.802],
  "homo_energy_ev": [-7.61, -8.07],
  "e_lumo_ev": [0.1, -2.3],
  "spin_multiplicity": 3,
  "e_tot_ev": -72731.368,
  "e_above_lowest_ev": 0.434
}

***

No. 3
{
  "formula": "C21H18Cl2IrN5O2S2SbSe4",
  "method": "the ωB97M-V functional and the def2-TZVPD basis",
  "elements": ["Ir", "N", "C", "C", "C", "C", "C", "C", "H", "H", "H", "H", "H", "H", "H", "N", "C", "C", "C", "C", "C", "C", "S", "O", "O", "N", "C", "S", "C", "C", "N", "H", "H", "H", "H", "H", "H", "H", "H", "Cl", "C", "C", "C", "C", "C", "Cl", "C", "N", "H", "H", "H", "Se", "Sb", "Se", "Se", "Se"],
  "xyz": [[-0.740, 0.570, -0.826], [-2.357, 1.900, -1.659], [-3.170, 2.629, -0.718], [-2.780, 3.899, -0.323], [-3.532, 4.583, 0.622], [-4.665, 3.997, 1.166], [-5.047, 2.724, 0.761], [-4.302, 2.033, -0.182], [-1.861, 2.561, -2.247], [-2.970, 1.347, -2.262], [-1.870, 4.331, -0.723], [-3.219, 5.567, 0.947], [-5.243, 4.525, 1.913], [-5.926, 2.261, 1.190], [-4.585, 1.039, -0.505], [-2.324, -0.076, -8.949], [-2.583, -0.318, -7.597], [-2.972, -1.585, -7.165], [-3.262, -1.815, -5.831], [-3.171, -0.778, -4.915], [-2.795, 0.490, -5.337], [-2.505, 0.722, -6.667], [-3.481, -1.073, -3.193], [-3.984, -2.416, -3.095], [-4.317, 0.020, -2.737], [-2.070, -0.853, -2.475], [-1.020, -1.683, -2.701], [-0.962, -3.186, -3.588], [0.744, -3.277, -3.282], [1.131, -2.224, -2.534], [0.141, -1.329, -2.215], [-2.052, -0.891, -9.475], [-1.713, 0.705, -9.124], [-3.044, -2.395, -7.882], [-3.563, -2.794, -5.487], [-2.736, 1.299, -4.620], [-2.216, 1.713, -6.997], [1.332, -4.107, -3.635], [2.133, -2.051, -2.163], [3.332, -0.269, 1.201], [3.260, 0.328, -0.420], [4.433, 0.362, -1.146], [4.440, 0.847, -2.447], [3.251, 1.277, -3.001], [2.075, 1.215, -2.268], [0.648, 1.744, -3.132], [2.010, 0.750, -0.935], [0.902, 0.691, -0.100], [5.343, 0.013, -0.676], [5.359, 0.887, -3.016], [3.211, 1.652, -4.015], [-0.942, -3.104, 2.546], [0.167, -1.039, 2.575], [1.307, -0.110, 4.441], [-0.764, 2.722, 2.363], [-1.542, 0.841, 1.429]],
  "nbo_charge": [0.76, -0.84, 0.23, -0.26, -0.18, -0.23, -0.19, -0.27, 0.39, 0.44, 0.22, 0.21, 0.21, 0.21, 0.25, -0.80, 0.18, -0.28, -0.17, -0.31, -0.18, -0.26, 2.33, -0.95, -0.99, -0.99, 0.25, 0.37, -0.48, -0.03, -0.57, 0.37, 0.37, 0.21, 0.24, 0.22, 0.21, 0.23, 0.22, 0.04, -0.07, -0.23, -0.23, -0.22, -0.08, 0.00, 0.14, -0.61, 0.22, 0.21, 0.22, -0.59, 0.98, -0.58, -0.42, 0.08],
  "fmax_ev_per_a": 1.25,
  "total_charge": -1,
  "orbital_gap_ev": [5.088, 5.077],
  "homo_energy_ev": [-4.41, -4.41],
  "e_lumo_ev": [0.7, 0.7],
  "e_tot_ev": -351093.209,
  "e_above_lowest_ev": 1.229
}

***

No. 4
{
  "formula": "C21H18F6IN6O4RhS5Se",
  "method": "the ωB97M-V functional and the def2-TZVPD basis",
  "elements": ["Rh", "F", "C", "F", "F", "S", "O", "O", "N", "S", "O", "O", "C", "F", "F", "F", "Se", "C", "C", "C", "C", "C", "C", "H", "H", "H", "H", "H", "I", "C", "C", "C", "C", "C", "N", "H", "H", "H", "H", "S", "C", "S", "C", "N", "N", "C", "C", "C", "C", "C", "C", "S", "H", "H", "H", "H", "H", "N", "N", "H", "H", "H", "H"],
  "xyz": [[-0.976, 0.076, -0.227], [-1.140, -4.102, -3.243], [-0.127, -4.266, -2.390], [0.773, -5.076, -2.931], [-0.591, -4.802, -1.269], [0.610, -2.614, -2.110], [-0.507, -1.830, -1.582], [1.103, -2.263, -3.402], [1.780, -2.863, -1.089], [1.783, -2.276, 0.373], [1.095, -0.989, 0.449], [3.090, -2.331, 0.946], [0.826, -3.529, 1.339], [1.240, -4.742, 0.959], [-0.472, -3.424, 1.094], [1.052, -3.395, 2.633], [-2.588, 0.089, -2.034], [-3.255, 1.851, -2.331], [-2.515, 2.773, -3.068], [-3.062, 4.016, -3.374], [-4.340, 4.341, -2.939], [-5.077, 3.424, -2.196], [-4.537, 2.182, -1.890], [-1.519, 2.506, -3.404], [-2.494, 4.724, -3.966], [-4.767, 5.307, -3.185], [-6.077, 3.671, -1.864], [-5.101, 1.461, -1.314], [1.099, 1.836, -1.218], [1.466, 1.239, -3.226], [2.782, 1.119, -3.642], [2.982, 0.820, -4.980], [1.886, 0.650, -5.811], [0.620, 0.772, -5.268], [0.417, 1.087, -3.981], [3.608, 1.230, -2.953], [3.989, 0.704, -5.361], [2.011, 0.406, -6.858], [-0.276, 0.637, -5.863], [0.588, 2.351, 5.631], [0.053, 1.206, 4.581], [-1.338, 1.390, 3.564], [-1.032, -0.159, 2.788], [-0.018, -0.759, 3.290], [0.584, -0.029, 4.277], [1.748, -0.621, 4.895], [1.865, -0.660, 6.273], [2.988, -1.251, 6.834], [3.972, -1.800, 6.021], [3.830, -1.765, 4.641], [2.712, -1.174, 4.071], [-2.134, -0.819, 1.588], [1.086, -0.250, 6.900], [3.090, -1.287, 7.911], [4.848, -2.260, 6.463], [4.587, -2.194, 3.995], [2.588, -1.151, 2.997], [-3.204, 1.937, 0.720], [-1.815, 1.968, 0.419], [-3.487, 2.819, 1.131], [-3.357, 1.187, 1.385], [-1.257, 2.334, 1.186], [-1.685, 2.570, -0.389]],
  "nbo_charge": [0.64, -0.31, 0.73, -0.30, -0.30, 2.26, -0.98, -0.91, -1.21, 2.26, -1.01, -0.91, 0.73, -0.31, -0.30, -0.30, 0.22, -0.29, -0.17, -0.24, -0.20, -0.22, -0.19, 0.23, 0.22, 0.22, 0.22, 0.23, 0.20, 0.13, -0.27, -0.15, -0.24, 0.06, -0.45, 0.24, 0.23, 0.23, 0.21, -0.12, -0.15, 0.36, -0.18, -0.21, -0.27, 0.20, -0.23, -0.21, -0.20, -0.19, -0.23, -0.01, 0.23, 0.22, 0.22, 0.22, 0.25, -0.66, -0.57, 0.35, 0.38, 0.38, 0.41],
  "fmax_ev_per_a": 1.22,
  "total_charge": 0,
  "orbital_gap_ev": 6.368,
  "homo_energy_ev": -8.30,
  "e_lumo_ev": -1.9,
  "e_tot_ev": -186133.432,
  "e_above_lowest_ev": 2.358
}